Record 1
Below is a structure of composition C15H13F5N7OsS2, with properties calculated with ωB97M-V/def2-TZVPD.

Kohn-Sham gap (alpha / beta): 7.3 / 6.6 eV
electronic energy: -2349.10212 Ha
energy above the lowest of the compared OMol25 structures with the same formula, charge and spin: 0.00 kcal/mol
multiplicity: 2

Atoms and positions in Å:
Os: 0.3988 1.0188 1.1219
C: -4.1673 1.0036 -2.5688
C: -4.5778 1.0154 -1.1035
N: -3.6435 1.7519 -0.2621
C: -2.4621 1.2558 0.1323
S: -1.4723 2.3478 1.1108
N: -2.1701 0.0168 -0.1732
N: -0.9363 -0.3730 0.2630
C: -0.4793 -1.5200 -0.1022
C: -1.2165 -2.4986 -0.9472
C: 0.8900 -1.7923 0.3539
C: 1.5349 -2.9898 0.0872
C: 2.8194 -3.1864 0.5625
C: 3.4246 -2.1892 1.3060
C: 2.7350 -1.0122 1.5315
N: 1.5084 -0.8051 1.0475
H: -4.8907 0.4389 -3.1578
H: -3.1891 0.5385 -2.6862
H: -4.1183 2.0172 -2.9680
H: -4.6434 -0.0009 -0.7169
H: -5.5549 1.4815 -0.9765
H: -3.8126 2.7259 -0.0789
H: -2.1265 -2.0454 -1.3256
H: -1.4826 -3.3808 -0.3586
H: -0.5902 -2.8134 -1.7825
H: 1.0437 -3.7436 -0.5079
H: 3.3364 -4.1140 0.3572
H: 4.4210 -2.3044 1.7065
H: 3.1644 -0.2097 2.1055
S: 0.1655 0.4853 4.4630
C: 0.2445 0.7569 2.9540
N: 1.4619 -2.2759 -3.2269
C: 1.7168 -1.1595 -3.0514
N: 2.0076 0.1215 -2.8649
C: 1.4920 0.6578 -1.8252
N: 1.0059 1.1750 -0.8962
F: 1.5642 3.6191 0.5435
C: 1.6055 2.7211 1.5814
F: 1.1456 3.4201 2.6777
C: 3.1055 2.5227 1.8526
F: 3.6909 1.8754 0.8301
F: 3.2929 1.7763 2.9613
F: 3.7583 3.6708 2.0310



Record 2
Below is a structure of composition C15H13N3O10Ru, with properties calculated with ωB97M-V/def2-TZVPD.

charge: -1
Kohn-Sham gap (alpha / beta): 7.8 / 7.6 eV
electronic energy: -1591.19150 Ha
energy above the lowest of the compared OMol25 structures with the same formula, charge and spin: 6.96 kcal/mol
multiplicity: 2

Atoms and positions in Å:
Ru: -0.4099 0.3606 -0.0923
O: 5.4466 -0.9757 -0.5947
C: 4.1171 -0.7305 -0.4871
C: 3.2282 -1.0026 -1.5288
C: 1.8923 -0.7388 -1.3202
N: 1.4782 -0.2392 -0.1643
C: 2.3088 0.0953 0.8183
C: 3.6597 -0.1545 0.6968
C: 1.6097 0.8805 1.9624
O: 2.2998 1.3135 2.8644
O: 0.3378 0.9886 1.8352
C: 0.7863 -0.8703 -2.3663
O: 1.0294 -1.3648 -3.4485
O: -0.3564 -0.4122 -1.9828
H: 5.6272 -1.3631 -1.4592
H: 3.5432 -1.3978 -2.4875
H: 4.3350 0.1246 1.4935
O: -2.6938 5.3583 -1.8244
C: -1.4203 5.6008 -1.5729
O: -0.9112 6.6926 -1.6928
C: -0.6134 4.4206 -1.1880
C: 0.7535 4.4241 -0.9939
N: 1.1112 3.1609 -0.7018
N: 0.0480 2.3530 -0.6593
C: -1.0026 3.0992 -0.9336
C: -2.3581 2.4546 -0.7938
O: -3.3419 3.1657 -1.0624
O: -2.3532 1.2646 -0.3656
H: -2.8954 4.3772 -1.7648
H: 1.4565 5.2365 -1.0607
H: 2.0138 2.8120 -0.4241
C: -0.9958 -3.4231 -0.2863
C: -0.4129 -2.4799 0.7652
C: -0.6742 -2.9912 2.1758
O: -1.0967 -1.2415 0.6483
H: -0.5166 -4.4072 -0.2382
H: -0.8584 -3.0106 -1.2862
H: -2.0643 -3.5404 -0.1123
H: 0.6721 -2.3974 0.6064
H: -1.7452 -3.1250 2.3200
H: -0.3209 -2.2724 2.9155
H: -0.1707 -3.9492 2.3421



Record 3
Below is the molecule C15H13NO2S2, with properties calculated with ωB97M-V/def2-TZVPD.

SMILES: Cc1ccc(N2C(=O)C[C@@H](Sc3cccs3)C2=O)cc1
Kohn-Sham gap: 9.4 eV
electronic energy: -1581.04502 Ha
energy above the lowest of the compared OMol25 structures with the same formula, charge and spin: 0.00 kcal/mol

Atoms and positions in Å:
C: 5.7631 0.7544 -1.1308
C: 4.4144 0.2439 -0.7261
C: 4.0052 0.3252 0.6009
C: 2.7681 -0.1436 0.9959
C: 1.9222 -0.7159 0.0553
N: 0.6494 -1.2031 0.4605
C: 0.4633 -2.0067 1.5751
O: 1.3314 -2.3803 2.3131
C: -1.0138 -2.3484 1.6496
C: -1.6616 -1.4693 0.6000
S: -2.4199 0.0190 1.4217
C: -2.8252 0.9828 0.0176
C: -3.8717 0.7917 -0.8349
C: -3.9003 1.7477 -1.8679
C: -2.8875 2.6500 -1.7742
S: -1.8632 2.3541 -0.4356
C: -0.5172 -0.9366 -0.2299
O: -0.6024 -0.3410 -1.2715
C: 2.3127 -0.8088 -1.2718
C: 3.5511 -0.3246 -1.6527
H: 6.5457 0.1512 -0.6714
H: 5.8976 1.7819 -0.7969
H: 5.8872 0.7176 -2.2098
H: 4.6643 0.7667 1.3340
H: 2.4599 -0.0740 2.0269
H: -1.3901 -2.1637 2.6564
H: -1.1432 -3.4106 1.4338
H: -2.4383 -1.9393 -0.0017
H: -4.5865 -0.0034 -0.7220
H: -4.6438 1.7631 -2.6442
H: -2.6790 3.4793 -2.4208
H: 1.6514 -1.2483 -2.0013
H: 3.8495 -0.3964 -2.6884



Record 4
Below is the molecule C15H14BBrO3, with properties calculated with ωB97M-V/def2-TZVPD.

SMILES: Brc1ccc(OC[C@@H]2COB(c3ccccc3)O2)cc1
Kohn-Sham gap: 9.5 eV
electronic energy: -3404.61241 Ha
energy above the lowest of the compared OMol25 structures with the same formula, charge and spin: 22.98 kcal/mol

Atoms and positions in Å:
Br: 5.3199 -1.8771 3.3871
C: 4.4250 -1.7179 1.7124
C: 3.9954 -0.4812 1.2806
C: 3.2894 -0.3722 0.0939
C: 2.8882 -1.4821 -0.5843
O: 2.2066 -1.4580 -1.8344
C: 1.1611 -0.5062 -1.9517
C: 0.1418 -0.6491 -0.7986
C: -0.9780 -1.7198 -1.0695
O: -2.1973 -1.0544 -0.5604
B: -1.8608 0.2957 -0.4410
C: -2.8693 1.3150 0.0683
C: -3.1917 2.2344 -0.8964
C: -3.9015 3.3293 -0.4692
C: -4.3600 3.4882 0.8297
C: -4.0613 2.4829 1.7904
C: -3.3374 1.3399 1.3983
O: -0.5227 0.6031 -0.5678
C: 3.3222 -2.7412 -0.2004
C: 4.0289 -2.8303 0.9757
H: 4.2578 0.5096 1.7776
H: 2.8590 0.5468 -0.2337
H: 1.6944 0.4795 -1.8900
H: 0.5976 -0.6851 -2.8439
H: 0.5945 -0.8700 0.1765
H: -1.0416 -2.0150 -2.1284
H: -0.8024 -2.5976 -0.4299
H: -2.8213 2.0165 -1.9347
H: -4.2646 4.0145 -1.2174
H: -4.8652 4.4710 1.1420
H: -4.1548 2.6925 2.8759
H: -2.9842 0.6142 2.1958
H: 3.1421 -3.5455 -0.9384
H: 4.2902 -3.8304 1.2861



Record 5
Below is a structure of composition C15H14BeN3O, with properties calculated with ωB97M-V/def2-TZVPD.

charge: -1
Kohn-Sham gap: 5.3 eV
electronic energy: -834.32821 Ha
energy above the lowest of the compared OMol25 structures with the same formula, charge and spin: 0.00 kcal/mol

Atoms and positions in Å:
Be: 1.1342 0.0615 -1.4130
C: 1.5641 -0.1013 2.4447
C: 1.7494 -0.0314 0.9666
N: 0.6627 -0.0784 0.0916
N: -0.6026 -0.0185 0.5474
C: -1.5166 -0.1783 -0.3440
O: -1.3230 -0.4740 -1.6554
C: -2.9287 -0.1552 0.0719
C: -3.9530 -0.2342 -0.8744
C: -5.2865 -0.2078 -0.4869
C: -5.6305 -0.1028 0.8535
C: -4.6159 -0.0307 1.8033
C: -3.2861 -0.0597 1.4210
C: 2.9175 0.0330 0.2720
C: 4.2659 0.0237 0.7870
C: 5.3245 0.1180 -0.0426
C: 5.1167 0.2239 -1.4708
C: 3.8429 0.2008 -1.9368
N: 2.7375 0.0930 -1.1563
H: 1.2451 -1.0988 2.7688
H: 0.7833 0.5962 2.7562
H: 2.4852 0.1517 2.9697
H: -3.6835 -0.3189 -1.9185
H: -6.0627 -0.2688 -1.2409
H: -6.6704 -0.0829 1.1554
H: -4.8678 0.0466 2.8549
H: -2.4965 -0.0051 2.1586
H: 4.4078 -0.0630 1.8577
H: 6.3331 0.1089 0.3547
H: 5.9477 0.3121 -2.1563
H: 3.6457 0.2636 -3.0033
C: -0.2710 0.2537 -2.4289
H: -0.6555 1.2678 -2.6065
H: -0.3130 -0.2447 -3.4002



Record 6
Below is a structure of composition C15H14ClF3IMoNO, with properties calculated with ωB97M-V/def2-TZVPD.

charge: +2
Kohn-Sham gap: 5.9 eV
electronic energy: -1835.03235 Ha
energy above the lowest of the compared OMol25 structures with the same formula, charge and spin: 0.00 kcal/mol

Atoms and positions in Å:
Mo: -0.0180 0.6140 0.3880
Cl: 0.3564 -5.8082 2.9852
C: 0.6365 -4.3322 2.1733
C: 1.8327 -4.1214 1.5363
C: 2.1078 -2.9097 0.8543
I: 3.9068 -2.6006 -0.0993
C: 1.1256 -1.9629 0.8540
O: 1.1643 -0.7298 0.2343
C: -0.1052 -2.1469 1.4969
N: -0.9744 -1.0994 1.4066
C: -2.1579 -1.2116 2.0047
C: -2.5254 -2.3624 2.7025
C: -1.6517 -3.4237 2.7892
C: -0.3893 -3.3341 2.1744
H: 2.5858 -4.8970 1.5558
H: -2.8258 -0.3623 1.9364
H: -3.4967 -2.4033 3.1733
H: -1.9272 -4.3208 3.3282
F: 1.0823 3.3984 -0.3466
C: 1.3696 2.1668 -0.3033
F: -1.0378 1.6563 1.4552
F: 2.5444 1.9595 -0.7203
C: 0.2804 -1.0226 -2.7573
C: -0.8364 0.0052 -2.6125
C: -2.2289 -0.6786 -2.6821
C: -0.7462 1.0951 -3.7022
C: -0.8487 0.6904 -1.3028
H: 0.2338 -1.4648 -3.7517
H: 0.1798 -1.8320 -2.0320
H: 1.2669 -0.5686 -2.6446
H: -2.3039 -1.1536 -3.6608
H: -3.0442 0.0391 -2.5909
H: -2.3356 -1.4501 -1.9191
H: -0.8190 0.6079 -4.6743
H: 0.2073 1.6238 -3.6647
H: -1.5592 1.8172 -3.6226
H: -1.6123 1.4857 -1.2063



Record 7
Below is a structure of composition C15H14CrN3OS2, with properties calculated with ωB97M-V/def2-TZVPD.

charge: -1
Kohn-Sham gap (alpha / beta): 6.3 / 5.6 eV
electronic energy: -2660.39420 Ha
energy above the lowest of the compared OMol25 structures with the same formula, charge and spin: 0.00 kcal/mol
multiplicity: 3

Atoms and positions in Å:
Cr: 2.0006 0.3717 0.2461
C: 3.7113 -1.0898 -0.2779
C: 3.9455 0.2504 -0.7354
C: 4.0282 1.0762 0.4249
C: 3.8324 0.2519 1.5789
C: 3.6577 -1.0763 1.1223
H: 3.6012 -1.9584 -0.9070
H: 4.1381 0.5492 -1.7527
H: 4.2694 2.1274 0.4355
H: 3.8807 0.5737 2.6065
H: 3.4501 -1.9317 1.7482
O: 0.5677 -0.5527 1.3064
N: -0.2212 -1.4405 0.7106
C: -1.0118 -2.1669 1.5228
C: -1.8989 -3.0885 1.0352
C: -1.9696 -3.2567 -0.3528
C: -1.1642 -2.5071 -1.1624
C: -0.2483 -1.5541 -0.6492
S: 0.7615 -0.5686 -1.5956
H: -0.8719 -1.9388 2.5683
H: -2.5137 -3.6511 1.7220
H: -2.6556 -3.9755 -0.7837
H: -1.1942 -2.6104 -2.2384
C: -3.1628 0.4181 -0.4286
C: -2.3936 1.7116 -0.4427
C: -2.9299 2.8933 -0.9385
C: -2.0919 3.9959 -0.8913
N: -0.8380 3.9520 -0.4728
C: -0.3825 2.7438 -0.0644
S: 1.2704 2.6383 0.4673
N: -1.1608 1.6475 0.0216
H: -4.2341 0.5773 -0.5547
H: -2.9759 -0.1101 0.5060
H: -2.8047 -0.2247 -1.2373
H: -3.9409 2.9543 -1.3179
H: -2.4503 4.9691 -1.2193